(1)
DFT (ωB97M-V with the def2-TZVPD basis set) results for an isolated ion of composition C4H8NO and charge +1 at a distorted geometry.

The calculation puts the total energy at -286.85517 a.u. Its energy above the lowest of the compared OMol25 structures with the same formula, charge and spin is 2.376 eV. As for the SMILES: C1[NH2+][C@@H]2OC[C@H]12. The molecular weight comes out at 86.1 g mol⁻¹. As for the net charge: +1.

Last column: natural (NBO) charge in e.
Element x y z (Å)
1 C 1.26 -0.48 0.06  -0.220
2 C -1.46 -0.82 0.35  -0.067
3 C -0.15 -0.75 -0.52  -0.273
4 C -0.52 0.82 -0.58  0.317
5 N 0.91 0.99 0.27  -0.604
6 O -1.64 0.65 0.07  -0.456
7 H 1.43 -0.88 1.06  0.233
8 H 2.24 -0.54 -0.54  0.265
9 H -2.31 -1.42 -0.07  0.245
10 H -1.26 -1.04 1.44  0.214
11 H -0.14 -1.12 -1.46  0.245
12 H -0.53 1.62 -1.36  0.226
13 H 0.64 1.24 1.29  0.438
14 H 1.53 1.72 -0.03  0.436

(2)
DFT (ωB97M-V with the def2-TZVPD basis set) results for C23H42BBrF4O3P2RhS as an isolated structure.

The spin multiplicity is 5. The calculation puts the total energy at -5317.05740 a.u. Its energy above the lowest of the compared OMol25 structures with the same formula, charge and spin is 0.000 eV. The expectation value of S² is 6.012. The molecular weight comes out at 730.2 g mol⁻¹. As for the net charge: +1.

Last column: Mulliken spin population.
Element x y z (Å)
1 Rh 0.43 -0.04 0.29  2.425
2 Br 3.52 5.59 0.16  0.299
3 C 2.97 4.50 1.60  0.021
4 C 3.44 4.74 2.87  -0.011
5 C 2.95 3.96 3.91  -0.003
6 C 2.01 2.97 3.67  0.007
7 C 1.56 2.73 2.38  0.030
8 C 2.06 3.49 1.32  -0.093
9 C 1.64 3.21 -0.08  -0.021
10 O 1.98 4.06 -1.01  0.651
11 O 1.01 2.21 -0.41  0.127
12 H 4.15 5.53 3.06  -0.007
13 H 3.30 4.14 4.92  0.000
14 H 1.62 2.36 4.47  0.001
15 H 0.83 1.97 2.19  -0.021
16 O -1.56 1.01 -0.34  0.057
17 S -2.02 2.43 0.02  0.001
18 C -3.25 2.82 -1.27  0.005
19 C -4.65 2.75 -0.65  0.001
20 C -4.55 1.78 0.52  0.000
21 C -3.31 2.22 1.28  -0.001
22 H -3.07 2.04 -2.01  0.001
23 H -3.00 3.79 -1.71  0.000
24 H -5.39 2.44 -1.39  0.001
25 H -4.94 3.74 -0.29  0.000
26 H -4.42 0.76 0.17  0.000
27 H -5.44 1.81 1.16  0.000
28 H -2.92 1.50 2.00  0.002
29 H -3.44 3.20 1.76  0.000
30 F -0.73 0.36 2.34  0.025
31 B -0.06 -0.59 3.23  0.015
32 F -0.87 -1.66 3.48  0.001
33 F 0.39 0.08 4.34  0.001
34 F 1.08 -0.97 2.41  0.026
35 C 3.84 0.17 1.47  0.016
36 P 2.89 -0.28 -0.02  0.200
37 C 3.65 0.75 -1.32  0.005
38 C 3.54 -1.95 -0.33  0.001
39 H 4.89 -0.08 1.33  0.003
40 H 3.44 -0.38 2.33  0.000
41 H 3.74 1.24 1.68  -0.005
42 H 4.60 0.32 -1.62  -0.001
43 H 3.82 1.75 -0.93  -0.001
44 H 3.00 0.84 -2.19  0.001
45 H 4.62 -1.90 -0.49  0.001
46 H 3.06 -2.42 -1.19  0.005
47 H 3.35 -2.57 0.56  0.000
48 C 1.09 -1.70 -3.20  0.013
49 C -0.39 -1.63 -2.82  -0.006
50 C -0.96 -0.28 -3.26  0.005
51 P -0.71 -1.86 -1.01  0.197
52 C -0.35 -3.62 -0.50  0.014
53 C 0.36 -3.64 0.86  -0.002
54 C 0.35 -4.51 -1.52  0.006
55 C -2.55 -1.80 -0.89  0.002
56 C -3.24 -2.76 -1.85  0.009
57 C -2.98 -2.01 0.56  0.005
58 H 1.19 -1.49 -4.26  0.000
59 H 1.54 -2.66 -3.00  -0.001
60 H 1.65 -0.93 -2.66  -0.009
61 H -0.94 -2.43 -3.33  -0.001
62 H -0.48 0.54 -2.72  0.004
63 H -2.03 -0.20 -3.08  0.000
64 H -0.78 -0.14 -4.32  0.000
65 H -1.35 -4.03 -0.35  0.004
66 H 1.28 -3.06 0.83  0.000
67 H 0.62 -4.67 1.12  0.000
68 H -0.26 -3.24 1.65  -0.004
69 H 1.41 -4.27 -1.59  -0.001
70 H -0.09 -4.46 -2.51  0.000
71 H 0.28 -5.55 -1.18  0.001
72 H -2.80 -0.77 -1.16  0.004
73 H -2.89 -3.79 -1.75  0.000
74 H -3.13 -2.46 -2.89  0.000
75 H -4.32 -2.77 -1.63  0.001
76 H -2.82 -3.05 0.89  0.001
77 H -4.05 -1.81 0.66  0.001
78 H -2.44 -1.36 1.25  -0.007

(3)
DFT (ωB97M-V with the def2-TZVPD basis set) results for a 2-piece molecular cluster, C7H13NO3S overall at a distorted geometry.

The calculation puts the total energy at -953.05918 a.u. Its energy above the lowest of the compared OMol25 structures with the same formula, charge and spin is 4.333 eV. As for the SMILES: C=C1[C@@H](O)CCS1(=O)=O.C=NC. The molecular weight comes out at 191.3 g mol⁻¹. As for the net charge: 0.

Last column: natural (NBO) charge in e.
Element x y z (Å)
1 C 2.57 0.25 -0.74  -0.420
2 C -3.04 1.11 -0.43  -0.030
3 C -0.12 -1.10 1.42  -0.268
4 C 2.13 1.54 -0.05  -0.671
5 C 2.05 -0.92 0.09  0.042
6 C 0.73 -0.53 0.63  -0.330
7 C -2.47 -0.78 -1.73  -0.453
8 N -2.73 -0.13 -0.47  -0.414
9 O -0.11 1.94 1.35  -0.929
10 O -0.35 1.19 -1.00  -0.955
11 O 1.93 -2.03 -0.74  -0.696
12 S 0.41 1.22 0.22  2.171
13 H 2.26 0.28 -1.77  0.228
14 H 3.79 0.16 -0.72  0.230
15 H -3.23 1.60 0.47  0.161
16 H -3.08 1.87 -1.21  0.140
17 H 0.00 -2.17 1.91  0.214
18 H -0.91 -0.55 1.70  0.218
19 H 2.52 1.57 0.94  0.240
20 H 2.24 2.45 -0.58  0.255
21 H 2.80 -1.29 0.84  0.207
22 H -1.91 -0.14 -2.42  0.198
23 H -1.98 -1.72 -1.54  0.196
24 H -3.41 -1.11 -2.19  0.202
25 H 1.54 -1.81 -1.55  0.467